{"formula": "C36H96O12", "method": "ωB97M-V with the def2-TZVPD basis set", "gap_ev": 10.094, "e_tot_ha": -2331.97359, "spin_multiplicity": 1, "e_lumo_ev": 0.5, "charge": 0, "de_lowest_kj_mol": 359.8, "homo_energy_ev": -9.59, "symbols": ["C", "C", "C", "O", "H", "H", "H", "H", "H", "H", "H", "H", "C", "C", "C", "O", "H", "H", "H", "H", "H", "H", "H", "H", "C", "C", "C", "O", "H", "H", "H", "H", "H", "H", "H", "H", "C", "C", "C", "O", "H", "H", "H", "H", "H", "H", "H", "H", "C", "C", "C", "O", "H", "H", "H", "H", "H", "H", "H", "H", "C", "C", "C", "O", "H", "H", "H", "H", "H", "H", "H", "H", "C", "C", "C", "O", "H", "H", "H", "H", "H", "H", "H", "H", "C", "C", "C", "O", "H", "H", "H", "H", "H", "H", "H", "H", "C", "C", "C", "O", "H", "H", "H", "H", "H", "H", "H", "H", "C", "C", "C", "O", "H", "H", "H", "H", "H", "H", "H", "H", "C", "C", "C", "O", "H", "H", "H", "H", "H", "H", "H", "H", "C", "C", "C", "O", "H", "H", "H", "H", "H", "H", "H", "H"], "positions_angstrom": [[-10.903599, -22.297782, 12.627859], [-12.365607, -22.276040, 12.147737], [-12.842871, -20.781220, 12.032417], [-12.580526, -22.981695, 10.935850], [-10.298740, -21.653522, 11.955882], [-10.561296, -23.322581, 12.583723], [-10.926331, -21.980080, 13.674998], [-13.093861, -22.781669, 12.823068], [-13.899338, -20.841948, 11.759160], [-12.312100, -20.440536, 11.177759], [-12.586449, -20.224023, 12.943547], [-11.644558, -23.173327, 10.543416], [-14.710940, -16.684417, 8.706168], [-14.585235, -16.124364, 10.038057], [-13.624191, -16.851928, 11.010959], [-14.401165, -14.710589, 9.919992], [-13.781078, -16.518082, 8.113792], [-15.613745, -16.366445, 8.179947], [-14.742715, -17.764980, 8.784299], [-15.614395, -16.165819, 10.389814], [-12.784560, -17.093222, 10.469999], [-14.179110, -17.811859, 11.200080], [-13.529387, -16.267301, 11.965157], [-13.753885, -14.516827, 9.220480], [-13.766096, -20.561813, 7.798703], [-15.268187, -20.847180, 7.719766], [-16.133959, -20.085491, 8.718978], [-15.772897, -20.560035, 6.471148], [-13.690977, -19.462311, 7.899921], [-13.315652, -20.875069, 6.878795], [-13.355588, -21.073899, 8.716422], [-15.482667, -21.900720, 7.975503], [-16.138231, -19.032095, 8.455719], [-15.884402, -20.353979, 9.755212], [-17.125608, -20.492465, 8.653085], [-16.678342, -20.867773, 6.395553], [-14.570470, -17.749204, 3.742489], [-13.393377, -18.788393, 4.216186], [-12.688360, -19.512655, 3.148168], [-12.404238, -17.959763, 4.901974], [-14.358206, -17.057048, 2.911868], [-14.877886, -17.224724, 4.707910], [-15.370798, -18.362156, 3.361670], [-13.884548, -19.359086, 5.024669], [-13.225984, -20.046613, 2.371297], [-12.053029, -20.293517, 3.604787], [-12.034883, -18.811319, 2.701086], [-11.651009, -18.442307, 5.259810], [-6.147143, -17.379569, 3.314334], [-6.874486, -16.587721, 4.402747], [-8.419830, -16.585619, 4.335831], [-6.407907, -17.115168, 5.641297], [-5.141740, -17.507122, 3.629291], [-6.152321, -16.912723, 2.370725], [-6.714142, -18.302932, 3.269166], [-6.661803, -15.540079, 4.518844], [-8.733425, -15.757419, 4.963432], [-8.880336, -17.479816, 4.614767], [-8.888021, -16.368263, 3.326387], [-6.984314, -17.818694, 6.077438], [-10.227154, -16.961389, 8.585912], [-9.592979, -18.279380, 8.874397], [-10.679843, -19.369063, 8.749077], [-8.493321, -18.539414, 7.938816], [-9.484290, -16.195565, 8.540789], [-10.993431, -16.630066, 9.385804], [-10.731230, -17.057383, 7.596202], [-9.148421, -18.265325, 9.871326], [-11.153756, -19.410488, 7.770791], [-11.495193, -19.027807, 9.436955], [-10.432481, -20.399835, 9.021094], [-7.813693, -17.914854, 8.131801], [-7.277149, -15.045620, 10.128936], [-6.593057, -15.107374, 8.734461], [-5.193768, -14.431581, 8.960643], [-6.467963, -16.486875, 8.322677], [-6.604989, -15.189022, 10.934364], [-8.121015, -15.791177, 10.192814], [-7.831479, -14.135414, 10.206136], [-7.217382, -14.481471, 8.045836], [-4.725911, -14.807139, 9.878792], [-5.293921, -13.346923, 9.131062], [-4.497917, -14.680577, 8.173469], [-6.119681, -16.549973, 7.401578], [-15.897316, -24.154049, 10.573638], [-15.522228, -25.371591, 11.359283], [-15.010967, -26.518471, 10.531670], [-14.516695, -24.956909, 12.374302], [-16.374626, -24.378452, 9.624956], [-14.989540, -23.607599, 10.334556], [-16.604518, -23.531130, 11.135260], [-16.418368, -25.796997, 11.842404], [-14.552322, -27.299927, 11.098673], [-14.378363, -26.157401, 9.708581], [-15.788803, -27.059333, 9.887156], [-13.903533, -24.394054, 11.882845], [-6.340055, -23.653235, 10.643641], [-6.706276, -24.036356, 9.203985], [-6.602463, -25.586522, 9.021645], [-7.995489, -23.650617, 8.837767], [-6.480748, -22.600367, 10.865115], [-5.325931, -23.957588, 10.758561], [-6.897609, -24.259727, 11.374605], [-5.969957, -23.492295, 8.560759], [-5.573394, -25.986922, 9.222144], [-6.948260, -25.933248, 7.972614], [-7.271116, -26.065140, 9.744327], [-8.011075, -22.815777, 8.330471], [-11.184541, -26.281511, 9.794825], [-11.292621, -25.194429, 8.831083], [-12.662371, -24.754047, 8.442157], [-10.632567, -24.003812, 9.387960], [-11.608340, -27.184312, 9.380526], [-11.813195, -26.120209, 10.636493], [-10.129628, -26.417238, 10.108939], [-10.814862, -25.495411, 7.834793], [-13.222045, -25.686124, 8.244403], [-12.680467, -24.207517, 7.487720], [-13.046570, -24.190714, 9.319952], [-9.672274, -23.988044, 9.289421], [-8.203060, -20.585674, 5.089062], [-8.144251, -21.765725, 6.001667], [-7.353853, -22.947142, 5.423717], [-7.618426, -21.437192, 7.278026], [-7.190943, -20.261205, 4.766667], [-8.709505, -19.749105, 5.580848], [-8.796390, -20.744477, 4.155490], [-9.170914, -22.141696, 6.165533], [-7.267765, -23.827048, 6.031747], [-6.395589, -22.647971, 5.035366], [-8.006080, -23.245898, 4.553784], [-7.951497, -20.547455, 7.557408], [-10.041912, -12.663608, 7.623941], [-11.439688, -12.842376, 7.057768], [-11.483594, -12.802565, 5.510105], [-12.082390, -14.046792, 7.477476], [-9.611603, -11.686689, 7.614483], [-9.321998, -13.237578, 7.020984], [-9.979179, -13.001468, 8.724474], [-12.075895, -12.118914, 7.485784], [-10.985642, -11.915311, 5.160623], [-12.500922, -12.775060, 5.270364], [-11.005353, -13.717948, 5.182689], [-11.666273, -14.778749, 7.011220]], "forces_ev_per_angstrom": [[-1.2, -0.2, -0.4], [-1.1, 0.8, 1.0], [0.0, -2.2, 0.1], [2.4, 0.2, -0.7], [-0.2, -0.3, 0.6], [0.4, -0.2, 0.0], [0.5, 0.2, -0.3], [0.9, 0.4, 0.4], [0.0, 0.5, 0.4], [0.5, 0.9, -0.7], [-0.4, 0.0, -0.4], [-2.0, 0.1, 0.2], [1.3, -1.6, -2.0], [-1.0, 1.6, 1.4], [-3.9, 0.4, 0.8], [0.7, 0.3, 0.2], [-0.6, 0.2, 0.0], [0.3, 0.2, 0.0], [-0.2, -0.2, 0.0], [0.0, -0.2, 0.9], [2.5, -0.4, -0.7], [0.8, 0.7, 0.2], [0.3, -0.7, -1.1], [-0.1, -0.2, 0.2], [-1.3, 0.5, 1.3], [-0.5, -1.0, 2.1], [0.6, -0.6, 0.5], [0.2, 0.4, -2.2], [0.4, -0.5, -0.1], [0.6, -0.3, -0.3], [-0.2, 0.5, -1.1], [0.5, -0.1, -0.3], [-0.1, 0.0, 0.5], [0.4, 0.7, -0.1], [-0.8, 0.0, -0.4], [-0.1, 0.0, 0.1], [1.4, -0.9, 1.6], [-1.7, 2.7, 1.1], [0.6, -1.9, 0.1], [-0.4, 0.6, -0.1], [0.6, -0.1, 0.6], [0.2, -0.5, -1.5], [-0.5, -0.3, 0.2], [0.2, -0.4, -0.8], [-0.6, 0.2, 0.1], [0.0, 0.2, -0.1], [0.7, 0.7, -0.8], [-0.3, -0.5, -0.2], [-1.4, 0.5, 1.2], [-1.1, -0.5, -0.1], [0.4, 1.7, -1.7], [-0.7, -1.4, 1.9], [0.9, -0.4, 0.2], [-0.2, 0.6, -1.2], [0.4, -0.5, -0.3], [0.8, 0.5, -0.7], [-0.4, -0.2, 0.3], [-0.5, -1.6, 0.8], [1.0, -0.1, 0.8], [0.7, 1.3, -1.4], [-1.8, 0.6, 0.2], [0.2, -1.3, -0.4], [-0.4, 0.5, 1.0], [-1.8, -1.2, -0.1], [0.5, 0.7, -0.2], [1.2, -0.7, -1.3], [0.2, 0.4, 0.6], [-0.1, -0.2, 0.2], [0.2, 0.2, -0.3], [0.5, -0.5, -0.4], [0.4, 0.2, 0.1], [1.1, 1.2, 0.5], [-1.9, -1.5, -1.8], [0.6, 0.6, 1.3], [-0.6, -0.4, 0.2], [0.0, 0.7, -0.2], [0.6, -0.1, 0.7], [1.0, 0.3, 0.0], [0.1, 1.0, 0.3], [0.5, -0.8, 0.1], [-0.3, -0.2, -0.1], [0.0, -0.3, -0.5], [0.1, 0.3, -0.5], [-0.3, 0.4, 0.6], [-0.5, 0.5, -0.3], [0.2, -0.5, 1.1], [-0.6, -0.4, -2.7], [-1.4, -0.8, -0.9], [-0.1, -0.3, -0.2], [0.0, 0.3, 0.0], [0.4, 0.1, 0.0], [0.5, 0.6, 0.6], [0.6, -0.2, 0.5], [0.4, -0.1, 0.7], [0.3, 0.9, 1.2], [0.2, 0.0, -0.1], [-1.0, -0.8, -0.2], [1.3, -0.4, -0.1], [0.1, -0.1, -1.1], [-1.1, 0.1, -0.1], [0.1, 0.1, -0.1], [1.0, 0.1, 0.3], [-0.1, 0.3, -0.2], [-0.5, -0.6, 0.1], [-0.8, 0.5, -0.3], [0.7, 0.7, 1.6], [0.0, 0.1, -0.1], [0.5, 0.0, 0.1], [0.5, -1.3, 0.5], [2.0, 1.8, -2.4], [-0.8, -0.5, 0.3], [-0.9, -0.3, -0.4], [0.3, -0.6, -0.4], [-0.3, 0.5, 1.1], [-0.7, -0.1, -0.1], [0.1, 0.4, 1.3], [-0.1, 0.5, 0.2], [0.1, 0.2, 0.6], [-0.4, -0.4, -1.1], [0.5, -0.3, -0.2], [0.0, 1.0, -1.3], [-0.4, -1.5, 0.4], [-1.7, 0.5, -1.6], [0.1, 1.1, 0.5], [-0.5, -0.1, 0.3], [0.2, 0.0, 0.1], [0.5, -0.3, 0.7], [0.1, 0.2, -0.1], [0.0, -0.1, 0.7], [0.5, 0.1, 0.0], [0.9, 0.0, 0.5], [0.3, -0.6, -0.2], [0.6, -1.7, 1.4], [0.3, -0.4, -0.7], [1.0, 0.1, 2.2], [0.3, -0.3, 0.3], [-0.3, 1.1, -0.2], [-0.1, -0.3, 0.3], [-0.2, 0.3, -1.7], [-0.7, 1.2, 0.3], [0.3, 0.2, -0.4], [-1.5, -0.1, -0.8], [0.1, -0.1, -0.5], [0.0, -0.2, 0.0]]}